(1)
ORCA calculation (ωB97M-V with the def2-TZVPD basis set) on an isolated molecule of C4H8O2.

Element x y z (Å)
C -0.971 0.289 -1.071
C -0.044 0.503 0.100
O 0.102 1.841 0.491
C 0.035 -0.557 1.183
C 1.191 -0.322 0.246
O 1.600 -1.263 -0.699
H -2.001 0.557 -0.804
H -0.985 -0.758 -1.396
H -0.661 0.904 -1.921
H -0.736 2.123 0.883
H 0.140 -0.235 2.215
H -0.565 -1.456 1.045
H 2.053 0.194 0.659
H 0.842 -1.819 -0.930

Results
- LUMO level: 0.82 eV
- Energy above the lowest of the compared OMol25 structures with the same formula, charge and spin: 43.01 kcal per mole
- Electronic energy: -307.643891 Eh
- SMILES: C[C@@]1(O)C[C@H]1O
- Molecular weight: 88.1 u
- HOMO energy: -9.482 eV
- Multiplicity: 1

(2)
ORCA calculation (ωB97M-V with the def2-TZVPD basis set) on a 3-piece molecular cluster, C22H23F6NO6 overall.

Element x y z (Å)
C -4.921 3.836 -1.159
C -3.456 4.134 -0.607
N -3.261 4.614 0.605
C -2.217 3.858 -1.629
C -1.183 2.887 -0.890
C -1.440 1.491 -0.703
C -0.323 0.651 0.105
O -0.017 -0.524 -0.208
C 0.384 1.474 1.299
C 0.798 0.862 2.656
C 0.492 -0.684 2.923
C 1.479 1.779 3.738
C 1.767 3.291 3.513
C 1.344 3.897 2.152
C 0.660 3.011 1.092
C 0.158 3.592 -0.326
O 0.773 4.492 -0.959
H -5.008 2.726 -1.426
H -5.718 4.177 -0.400
H -5.067 4.446 -2.131
H -2.248 4.772 0.775
H -1.713 4.891 -1.755
H -2.590 3.465 -2.630
H -2.381 0.964 -1.069
H 1.500 -1.228 2.915
H -0.245 -1.145 2.187
H 0.009 -0.755 3.971
H 1.780 1.367 4.770
H 2.244 3.974 4.284
H 1.508 4.997 1.873
C -1.421 -4.547 -0.465
C -1.000 -5.723 0.394
O -1.366 -5.504 1.766
C -2.642 -5.799 2.091
O -3.460 -6.217 1.314
C -2.878 -5.568 3.582
F -2.346 -4.405 4.016
F -2.327 -6.544 4.334
F -4.184 -5.530 3.901
H -1.013 -3.615 -0.067
H -1.073 -4.676 -1.492
H -2.508 -4.439 -0.479
H 0.088 -5.823 0.372
H -1.417 -6.663 0.024
C 3.072 1.123 -1.473
C 2.889 -0.275 -2.032
O 3.349 -0.339 -3.392
C 4.676 -0.509 -3.559
O 5.468 -0.601 -2.657
C 5.017 -0.610 -5.044
F 4.381 0.321 -5.786
F 4.671 -1.810 -5.558
F 6.331 -0.455 -5.288
H 2.584 1.861 -2.116
H 2.651 1.194 -0.468
H 4.130 1.392 -1.425
H 1.827 -0.527 -2.046
H 3.390 -1.025 -1.414

Results
- LUMO level: -1.55 eV
- Energy above the lowest of the compared OMol25 structures with the same formula, charge and spin: 136.93 kcal per mole
- Electronic energy: -1957.316048 Eh
- SMILES: [H]/N=C(/C)CC1=CC(=O)c2c(C)cccc2C1=O.CCOC(=O)C(F)(F)F.CCOC(=O)C(F)(F)F
- Molecular weight: 511.4 u
- HOMO energy: -9.460 eV
- Multiplicity: 1

(3)
ORCA calculation (ωB97M-V with the def2-TZVPD basis set) on a 12-piece molecular cluster, C4H31N2O13 overall.

Element x y z (Å)
N -0.620 -0.374 -0.851
C 0.459 -0.411 -1.922
C 0.911 0.977 -2.420
C 0.853 2.106 -1.432
O 0.560 1.859 -0.273
C 0.128 -1.269 -3.129
N -0.160 -2.609 -2.981
O 0.085 -0.835 -4.259
H -1.318 0.265 -1.223
H -1.076 -1.269 -0.582
H -0.231 0.134 -0.039
H 1.292 -0.890 -1.373
H 1.849 0.768 -2.890
H 0.212 1.348 -3.242
H 1.279 3.071 -1.802
H -0.281 -3.041 -3.877
H -0.148 -3.124 -2.123
H -2.042 -1.939 3.552
H -2.240 -1.198 2.262
O -1.592 -1.774 2.715
H -0.302 3.965 0.341
H 1.001 4.782 0.325
O 0.266 4.498 -0.227
H -1.580 0.997 2.397
H -0.383 1.172 1.578
O -1.044 0.491 1.776
H -2.388 2.862 -1.157
H -2.634 1.869 -2.230
O -1.981 2.080 -1.551
H -4.914 -0.061 -2.356
H -5.081 -0.995 -1.320
O -4.356 -0.453 -1.666
H 2.671 1.188 2.938
H 1.308 0.401 2.794
O 1.731 1.180 3.184
H 3.505 0.206 2.212
H 4.841 0.612 1.650
O 3.895 0.750 1.520
H 2.714 -3.894 -0.079
H 2.765 -3.819 -1.556
O 2.467 -3.299 -0.800
H -0.868 -4.033 0.762
H -1.013 -2.522 1.379
O -1.053 -3.110 0.595
H -1.019 2.683 4.428
H -0.132 2.185 3.265
O -1.018 2.482 3.489
H 0.898 -1.597 1.811
H 2.314 -1.412 1.084
O 1.469 -1.005 1.300

Results
- LUMO level: -2.45 eV
- Energy above the lowest of the compared OMol25 structures with the same formula, charge and spin: 78.01 kcal per mole
- Electronic energy: -1258.415986 Eh
- Total charge: +1
- Molecular weight: 315.3 u
- HOMO energy: -12.894 eV
- Multiplicity: 1

(4)
ORCA calculation (ωB97M-V with the def2-TZVPD basis set) on C30H27BrCrF4N4OPS2 as an isolated structure.

Element x y z (Å)
Cr -0.714 0.761 0.897
C -3.768 1.369 3.819
C -2.651 0.845 2.985
N -1.830 1.618 2.319
N -1.955 2.927 2.437
C -1.232 3.693 1.671
N -1.286 5.015 1.764
S -0.182 3.023 0.451
C -2.393 -0.566 2.833
C -3.047 -1.559 3.574
C -2.667 -2.878 3.417
C -1.617 -3.176 2.552
C -1.033 -2.145 1.836
N -1.429 -0.877 1.936
H -3.893 2.432 3.632
H -3.561 1.228 4.880
H -4.697 0.854 3.581
H -1.855 5.459 2.468
H -0.698 5.589 1.178
H -3.840 -1.289 4.252
H -3.172 -3.660 3.964
H -1.268 -4.188 2.427
H -0.223 -2.340 1.141
F -2.674 4.229 -4.764
C -2.041 3.330 -4.040
C -0.748 2.926 -4.372
F -0.138 3.440 -5.424
C -0.095 1.967 -3.596
F 1.111 1.567 -3.990
C -0.678 1.430 -2.452
P 0.126 0.190 -1.345
C 1.895 0.435 -1.698
C 2.474 1.600 -1.191
C 3.808 1.875 -1.428
C 4.575 0.992 -2.172
C 4.012 -0.185 -2.642
C 2.680 -0.477 -2.400
C -0.471 -1.302 -2.206
C -0.143 -1.563 -3.536
C -0.585 -2.728 -4.137
C -1.348 -3.639 -3.422
C -1.728 -3.353 -2.121
C -1.306 -2.181 -1.519
C -1.978 1.835 -2.159
Br -2.840 1.088 -0.628
C -2.666 2.758 -2.928
F -3.904 3.096 -2.603
H 1.876 2.304 -0.628
H 4.247 2.781 -1.038
H 5.607 1.220 -2.389
H 4.607 -0.882 -3.210
H 2.263 -1.403 -2.765
H 0.456 -0.866 -4.097
H -0.326 -2.934 -5.163
H -1.655 -4.564 -3.881
H -2.355 -4.040 -1.574
H -1.637 -1.936 -0.518
O 0.997 0.406 1.896
S 2.510 0.325 2.047
C 2.940 -1.081 0.925
C 3.324 -2.283 1.773
C 2.557 -2.151 3.084
C 2.759 -0.718 3.537
H 3.731 -0.761 0.253
H 2.023 -1.258 0.357
H 4.396 -2.293 1.963
H 3.073 -3.209 1.257
H 2.920 -2.860 3.825
H 1.493 -2.336 2.924
H 3.786 -0.539 3.857
H 2.079 -0.390 4.322

Results
- LUMO level (spin up / spin down): -6.46 / -6.66 eV
- Energy above the lowest of the compared OMol25 structures with the same formula, charge and spin: 10.04 kcal per mole
- Electronic energy: -6608.874625 Eh
- Total charge: +2
- Molecular weight: 762.6 u
- HOMO energy (spin up / spin down): -13.674 / -13.763 eV
- Multiplicity: 4

(5)
ORCA calculation (ωB97M-V with the def2-TZVPD basis set) on a 4-piece molecular cluster, C42H81ClFN10O5PS overall.

Element x y z (Å)
C 5.996 -2.080 1.066
C 6.157 -0.545 0.958
C 5.003 0.280 1.543
Cl 4.575 -0.531 3.143
C 3.705 0.285 0.699
C 3.801 -0.361 -0.685
C 4.276 0.377 -1.744
C 4.321 -0.276 -2.952
C 3.895 -1.583 -2.984
N 3.407 -2.287 -1.982
C 3.363 -1.652 -0.814
N 3.081 1.664 0.621
P 1.484 1.607 -0.033
O 0.986 3.108 0.125
O 1.508 1.365 -1.596
S 0.242 0.382 0.793
C 3.109 2.188 1.921
N 1.980 2.450 2.645
N 4.258 2.400 2.518
C 5.460 1.726 1.979
C 6.080 2.416 0.729
C 5.456 3.766 0.318
F 6.330 4.316 -0.605
C 6.449 1.627 3.181
C 7.362 2.835 3.399
N 8.637 2.711 2.669
N 7.694 2.793 4.876
N 6.738 4.120 3.171
H 4.973 -2.421 1.194
H 6.530 -2.402 1.961
H 6.463 -2.607 0.235
H 6.344 -0.287 -0.084
H 7.096 -0.313 1.459
H 2.973 -0.323 1.239
H 4.583 1.409 -1.645
H 4.678 0.215 -3.844
H 3.964 -2.095 -3.942
H 2.984 -2.187 0.051
H 0.025 3.110 0.002
H 1.207 0.451 -1.733
H 1.424 3.279 2.539
H 1.748 1.742 3.324
H 4.403 3.376 2.776
H 7.143 2.625 0.837
H 5.997 1.808 -0.169
H 4.535 3.595 -0.243
H 5.301 4.439 1.157
H 7.037 0.714 3.153
H 5.843 1.568 4.086
H 8.998 3.623 2.417
H 9.304 2.231 3.255
H 7.938 1.837 5.119
H 8.501 3.393 5.005
H 5.978 4.218 3.845
H 7.405 4.851 3.397
C 5.546 5.278 7.910
C 4.828 5.335 6.535
C 3.533 6.147 6.656
C 2.403 5.413 7.377
C 2.166 4.042 6.749
C 3.441 3.200 6.672
N 4.574 3.948 6.042
O 4.393 3.979 4.754
C 3.819 2.726 8.088
C 3.156 1.920 5.900
C 5.786 6.089 5.614
H 6.352 6.008 7.966
H 4.878 5.489 8.745
H 6.014 4.309 8.081
H 3.184 6.418 5.652
H 3.743 7.090 7.164
H 2.627 5.316 8.442
H 1.489 6.006 7.311
H 1.406 3.505 7.319
H 1.753 4.183 5.743
H 4.769 2.191 8.079
H 3.061 2.043 8.470
H 3.890 3.534 8.812
H 2.769 2.124 4.905
H 2.413 1.306 6.408
H 4.066 1.324 5.800
H 6.718 5.535 5.479
H 6.027 7.057 6.051
H 5.352 6.288 4.633
C -2.222 -0.663 -2.052
C -2.479 -2.168 -2.328
C -2.553 -2.416 -3.839
C -3.850 -1.931 -4.481
C -5.060 -2.495 -3.741
C -5.023 -2.209 -2.240
N -3.720 -2.604 -1.623
O -3.692 -3.895 -1.489
C -5.304 -0.713 -2.000
C -6.193 -2.928 -1.571
C -1.246 -2.891 -1.786
H -1.169 -0.472 -1.841
H -2.490 -0.025 -2.895
H -2.763 -0.314 -1.172
H -2.452 -3.490 -4.030
H -1.698 -1.943 -4.328
H -3.883 -0.837 -4.499
H -3.878 -2.253 -5.524
H -5.973 -2.082 -4.173
H -5.105 -3.574 -3.912
H -5.207 -0.463 -0.942
H -6.322 -0.469 -2.303
H -4.652 -0.050 -2.568
H -6.189 -3.999 -1.765
H -7.136 -2.540 -1.955
H -6.182 -2.775 -0.489
H -1.157 -2.765 -0.705
H -0.347 -2.481 -2.250
H -1.256 -3.957 -2.010
C -9.486 -3.906 -8.219
C -8.510 -4.409 -7.122
C -8.452 -5.941 -7.139
C -9.688 -6.614 -6.550
C -9.987 -6.062 -5.158
C -10.100 -4.536 -5.136
N -8.931 -3.876 -5.790
O -7.917 -3.925 -4.980
C -11.414 -4.115 -5.822
C -10.255 -4.071 -3.689
C -7.138 -3.874 -7.527
H -8.948 -3.588 -9.112
H -10.193 -4.672 -8.540
H -10.050 -3.034 -7.889
H -7.575 -6.272 -6.572
H -8.296 -6.287 -8.163
H -10.549 -6.481 -7.211
H -9.516 -7.690 -6.486
H -10.912 -6.504 -4.783
H -9.195 -6.384 -4.475
H -11.486 -3.028 -5.891
H -12.269 -4.463 -5.242
H -11.537 -4.528 -6.820
H -9.439 -4.411 -3.053
H -11.177 -4.470 -3.266
H -10.305 -2.982 -3.630
H -7.119 -2.782 -7.509
H -6.903 -4.200 -8.540
H -6.340 -4.245 -6.884

Results
- LUMO level (spin up / spin down): -3.92 / -3.92 eV
- Electronic energy: -3871.956409 Eh
- Total charge: +1
- Molecular weight: 923.7 u
- HOMO energy (spin up / spin down): -9.581 / -10.412 eV
- Multiplicity: 4

(6)
ORCA calculation (ωB97M-V with the def2-TZVPD basis set) on a 2-piece molecular cluster, C2H4ClO3S overall.

Element x y z (Å)
C 1.299 -0.633 0.159
C 1.604 0.652 -0.463
O -2.722 -1.271 0.115
O -2.533 0.868 1.299
O -2.879 0.827 -1.212
S -2.365 0.151 -0.005
Cl 3.040 1.296 0.075
H 2.191 -1.101 0.301
H 0.591 -1.190 -0.542
H 0.966 -0.728 1.248
H 0.809 1.129 -0.975

Results
- LUMO level (spin up / spin down): 3.02 / 3.06 eV
- Energy above the lowest of the compared OMol25 structures with the same formula, charge and spin: 59.27 kcal per mole
- Electronic energy: -1162.666414 Eh
- Total charge: -1
- Molecular weight: 143.6 u
- HOMO energy (spin up / spin down): -3.461 / -4.978 eV
- Multiplicity: 1

(7)
ORCA calculation (ωB97M-V with the def2-TZVPD basis set) on C19H20BrClF5N5O5PtS as an isolated structure.

Element x y z (Å)
Pt -0.795 0.043 -0.638
C 1.658 3.817 -0.293
N 0.215 4.009 -0.234
C -0.308 5.074 0.618
C -0.552 2.980 -0.653
N -0.128 1.965 -1.332
N -1.905 3.082 -0.362
C -2.849 2.076 -0.423
N -4.091 2.462 -0.011
N -2.622 0.879 -0.860
H 2.140 4.651 0.206
H 2.011 3.795 -1.326
H 1.947 2.890 0.209
H 0.461 5.834 0.723
H -0.575 4.700 1.608
H -1.165 5.561 0.149
H 0.855 1.998 -1.563
H -2.111 3.748 0.364
H -4.157 3.340 0.479
H -4.610 1.733 0.457
H -3.445 0.296 -0.759
F 1.783 -4.503 -1.454
C 0.590 -4.096 -1.513
F 0.032 -4.318 -2.612
H -0.008 -4.005 -0.600
Cl 7.588 -2.195 -0.851
C 5.887 -1.858 -0.932
C 5.153 -2.336 -2.006
C 3.796 -2.064 -2.065
C 3.184 -1.318 -1.063
C 3.936 -0.852 0.010
C 5.293 -1.121 0.081
C 1.719 -1.039 -1.140
O 1.235 -0.259 -0.274
O 0.989 -1.570 -2.012
H 5.642 -2.914 -2.778
H 3.193 -2.431 -2.885
H 3.446 -0.289 0.792
H 5.889 -0.770 0.911
Br -3.685 -6.007 -0.417
C -2.863 -4.291 -0.437
C -2.469 -3.705 0.758
C -1.867 -2.448 0.739
C -1.635 -1.775 -0.467
C -2.055 -2.393 -1.655
C -2.671 -3.643 -1.645
H -2.635 -4.218 1.697
H -1.568 -1.984 1.670
H -1.879 -1.908 -2.607
H -2.977 -4.115 -2.571
F -1.902 -0.076 4.922
C -1.441 1.091 4.462
F -0.118 1.125 4.657
F -1.990 2.072 5.191
S -1.839 1.289 2.678
O -3.279 1.132 2.616
O -1.365 2.632 2.363
O -1.081 0.225 2.077

Results
- LUMO level (spin up / spin down): -2.95 / -2.95 eV
- Energy above the lowest of the compared OMol25 structures with the same formula, charge and spin: 100.96 kcal per mole
- Electronic energy: -5437.005307 Eh
- Molecular weight: 835.9 u
- HOMO energy (spin up / spin down): -7.348 / -7.347 eV
- Multiplicity: 1

(8)
ORCA calculation (ωB97M-V with the def2-TZVPD basis set) on a 2-piece molecular cluster, C2H8N3 overall.

Element x y z (Å)
C 2.273 0.296 0.409
C -2.467 -0.533 0.010
N 1.457 0.371 -0.746
N -1.566 0.336 -0.136
N 1.796 -0.904 -0.151
H 3.327 0.581 0.415
H 1.888 0.674 1.306
H -3.201 -0.352 0.768
H -2.519 -1.430 -0.528
H -1.792 1.211 0.445
H 1.856 0.579 -1.630
H -0.839 -0.004 -0.898
H 0.996 -1.429 0.296

Results
- LUMO level (spin up / spin down): -3.65 / -9.70 eV
- Energy above the lowest of the compared OMol25 structures with the same formula, charge and spin: 82.37 kcal per mole
- Electronic energy: -244.715594 Eh
- Total charge: +1
- Molecular weight: 74.1 u
- HOMO energy (spin up / spin down): -8.693 / -15.144 eV
- Multiplicity: 3

(9)
ORCA calculation (ωB97M-V with the def2-TZVPD basis set) on an isolated molecule of C21H26N2O3.

Element x y z (Å)
C -6.108 -0.065 -2.430
C -6.217 -0.269 -0.921
H -6.982 -1.020 -0.706
H -6.502 0.665 -0.420
O -5.039 -0.803 -0.355
C -3.965 0.001 -0.142
C -3.913 1.367 -0.361
C -2.762 2.089 -0.079
C -1.638 1.447 0.404
C -1.680 0.072 0.642
C -2.824 -0.658 0.379
O -2.966 -2.001 0.550
C -1.952 -2.736 1.200
C -1.931 -2.511 2.709
H -1.717 -1.472 2.947
H -2.900 -2.765 3.130
H -1.172 -3.142 3.164
H -2.201 -3.780 0.986
H -0.970 -2.522 0.758
H -0.806 -0.407 1.055
C -0.428 2.245 0.769
O -0.476 3.121 1.615
N 0.720 1.949 0.113
C 0.895 0.993 -0.949
H -0.058 0.529 -1.203
C 1.921 -0.074 -0.539
N 3.158 0.582 -0.185
C 4.366 -0.105 -0.284
C 5.568 0.609 -0.248
C 6.780 -0.033 -0.392
C 6.833 -1.403 -0.589
C 5.651 -2.120 -0.636
C 4.432 -1.486 -0.482
H 3.532 -2.080 -0.502
H 5.674 -3.191 -0.784
H 7.782 -1.903 -0.704
H 7.693 0.544 -0.361
H 5.550 1.682 -0.124
C 2.968 1.524 0.902
H 3.916 1.987 1.166
C 1.960 2.594 0.484
H 1.750 3.278 1.308
H 2.349 3.156 -0.372
H 2.579 1.003 1.794
H 2.093 -0.734 -1.390
H 1.517 -0.666 0.300
H 1.280 1.519 -1.832
H -2.741 3.155 -0.239
H -4.772 1.896 -0.742
H -7.058 0.287 -2.822
H -5.335 0.661 -2.671
H -5.855 -1.007 -2.909

Results
- LUMO level: 0.66 eV
- Energy above the lowest of the compared OMol25 structures with the same formula, charge and spin: 60.64 kcal per mole
- Electronic energy: -1151.042130 Eh
- SMILES: CCOc1ccc(C(=O)N2CCN(c3ccccc3)CC2)cc1OCC
- Molecular weight: 354.4 u
- HOMO energy: -7.974 eV
- Multiplicity: 1

(10)
ORCA calculation (ωB97M-V with the def2-TZVPD basis set) on an isolated molecule of C6H11N.

Element x y z (Å)
C 0.075 -0.597 -1.417
C -0.562 -0.464 -0.030
C -1.888 -0.316 0.169
N -2.880 -0.980 -0.612
C 0.479 -0.291 1.061
C 1.317 0.969 1.074
C 2.601 1.222 0.748
H 0.877 0.146 -1.531
H -0.581 -0.256 -2.229
H 0.459 -1.595 -1.609
H -2.137 0.538 0.795
H -2.422 -1.085 -1.532
H -3.570 -0.308 -0.975
H -0.062 -0.244 2.012
H 1.070 -1.208 1.102
H 1.055 1.671 1.851
H 3.159 1.966 1.299
H 3.011 0.835 -0.175

Results
- LUMO level: 0.92 eV
- Energy above the lowest of the compared OMol25 structures with the same formula, charge and spin: 68.55 kcal per mole
- Electronic energy: -289.862446 Eh
- SMILES: C=CC/C(C)=C/N
- Molecular weight: 97.2 u
- HOMO energy: -7.958 eV
- Multiplicity: 1

Among the records above, which one has the highest molecular weight?
C42H81ClFN10O5PS

Number 7 is which compound?
C19H20BrClF5N5O5PtS